DFT (wB97M-V/def2-TZVPD) results for the molecule C20H29NO4.

Last column: Löwdin charge in e.
Positions of all 54 atoms, in Å:
C1 -1.705 1.497 -4.576  -0.109
C2 -2.054 1.185 -3.126  -0.266
C3 -0.836 0.806 -2.284  -0.185
C4 0.140 1.973 -2.099  -0.139
N1 1.238 1.639 -1.227  0.012
C5 2.503 1.440 -1.694  -0.405
O1 2.855 1.564 -2.848  0.080
C6 3.326 1.032 -0.527  -0.133
C7 4.779 0.748 -0.679  -0.024
C8 2.546 0.977 0.555  -0.135
C9 2.894 0.628 1.956  -0.006
C10 1.127 1.359 0.189  -0.254
O2 0.720 2.471 0.948  -0.050
C11 -0.663 2.621 1.201  -0.184
C12 -1.177 1.783 2.387  -0.107
C13 -1.317 0.327 2.044  -0.253
C14 -2.277 -0.103 1.139  -0.061
C15 -2.354 -1.436 0.780  -0.015
C16 -1.484 -2.386 1.303  -0.187
O3 -1.515 -3.711 0.941  -0.116
C17 -2.480 -4.135 0.011  -0.081
C18 -0.526 -1.968 2.246  -0.186
O4 0.412 -2.734 2.872  -0.070
C19 0.391 -4.141 2.788  -0.073
C20 -0.472 -0.622 2.596  0.029
H1 -2.611 1.671 -5.152  0.068
H2 -1.082 2.384 -4.646  0.067
H3 -1.168 0.664 -5.024  0.076
H4 -2.547 2.051 -2.676  0.105
H5 -2.762 0.353 -3.102  0.102
H6 -0.304 -0.022 -2.758  0.123
H7 -1.177 0.462 -1.304  0.081
H8 0.600 2.231 -3.056  0.119
H9 -0.384 2.854 -1.713  0.126
H10 5.007 -0.275 -0.381  0.085
H11 5.053 0.886 -1.722  0.077
H12 5.371 1.423 -0.063  0.085
H13 2.459 1.363 2.630  0.085
H14 2.488 -0.352 2.210  0.081
H15 3.972 0.607 2.088  0.081
H16 0.443 0.513 0.357  0.157
H17 -0.777 3.683 1.439  0.128
H18 -1.257 2.393 0.311  0.107
H19 -2.150 2.187 2.674  0.122
H20 -0.489 1.907 3.224  0.119
H21 -2.974 0.601 0.709  0.118
H22 -3.107 -1.734 0.068  0.104
H23 -2.355 -3.638 -0.956  0.097
H24 -3.498 -3.970 0.379  0.097
H25 -2.312 -5.204 -0.111  0.096
H26 -0.566 -4.550 3.117  0.097
H27 1.179 -4.475 3.464  0.094
H28 0.606 -4.491 1.777  0.093
H29 0.271 -0.336 3.322  0.126

Computed properties:
Total energy (hartree): -1135.19458
SMILES string: CCCCN1C(=O)C(C)=C(C)[C@H]1OCCc1ccc(OC)c(OC)c1
Highest occupied orbital energy (Ha): -0.3026
E_LUMO (eV): 0.63
Kohn-Sham gap (eV): 8.868

***

DFT (wB97M-V/def2-TZVPD) results for a structure of composition C27H49AlNO17.

Last column: Löwdin charge in e.
Positions of all 95 atoms, in Å:
O1 -1.228 -1.980 0.849  0.063
C1 -0.736 -1.869 -0.241  -0.664
O2 0.319 -0.996 -0.383  0.029
C2 -1.125 -2.586 -1.449  -0.180
Al1 0.380 -3.969 -1.770  0.335
C3 1.044 -4.494 0.057  -0.248
C4 2.267 -4.058 0.578  -0.126
C5 2.666 -4.426 1.860  -0.093
C6 1.820 -5.244 2.606  -0.189
N1 0.651 -5.690 2.149  0.035
C7 0.294 -5.315 0.918  -0.187
H1 0.856 -1.295 -1.133  0.064
H2 -1.224 -1.925 -2.307  0.048
H3 -2.043 -3.122 -1.223  0.064
H4 -0.163 -5.236 -2.608  -0.106
H5 1.564 -3.186 -2.569  -0.066
H6 2.910 -3.422 -0.022  0.084
H7 3.606 -4.098 2.287  0.086
H8 2.100 -5.540 3.611  0.086
H9 -0.664 -5.698 0.581  0.089
C8 -2.914 1.982 -7.931  -0.057
C9 -2.998 0.575 -7.378  -0.207
O3 -2.057 0.358 -6.317  0.021
C10 -2.404 0.882 -5.138  -0.603
O4 -3.437 1.459 -4.910  0.110
O5 -1.418 0.672 -4.277  0.011
C11 -1.658 1.188 -2.961  -0.018
H10 -1.894 2.205 -8.247  0.080
H11 -3.575 2.083 -8.792  0.081
H12 -3.214 2.714 -7.183  0.063
H13 -2.722 -0.156 -8.137  0.122
H14 -4.002 0.342 -7.025  0.124
H15 -2.585 0.792 -2.554  0.103
H16 -1.698 2.276 -2.984  0.088
H17 -0.826 0.857 -2.346  0.089
C12 -0.286 1.168 2.837  -0.062
C13 -0.197 -0.246 3.361  -0.187
O6 0.818 -0.363 4.392  0.049
C14 0.491 0.089 5.585  -0.617
O7 -0.566 0.558 5.930  0.109
O8 1.549 -0.069 6.400  -0.001
C15 1.338 0.400 7.727  -0.056
H18 0.688 1.497 2.473  0.081
H19 -0.993 1.197 2.009  0.079
H20 -0.620 1.863 3.609  0.069
H21 0.108 -0.929 2.576  0.101
H22 -1.149 -0.597 3.755  0.127
H23 0.446 -0.051 8.160  0.088
H24 1.237 1.485 7.739  0.097
H25 2.214 0.105 8.299  0.086
C16 1.942 0.006 -7.495  -0.063
C17 1.111 -0.812 -6.530  -0.209
O9 1.622 -2.146 -6.388  0.037
C18 2.684 -2.277 -5.594  -0.623
O10 3.245 -1.386 -5.007  0.110
O11 3.067 -3.550 -5.627  -0.003
C19 4.195 -3.854 -4.806  -0.046
H26 2.018 -0.502 -8.458  0.078
H27 1.475 0.980 -7.650  0.074
H28 2.948 0.164 -7.109  0.073
H29 0.101 -0.943 -6.906  0.109
H30 1.043 -0.337 -5.552  0.121
H31 4.016 -3.542 -3.781  0.083
H32 5.090 -3.367 -5.193  0.092
H33 4.306 -4.933 -4.849  0.092
C20 5.873 -1.894 13.143  -0.066
C21 5.712 -0.834 12.075  -0.212
O12 4.484 -0.988 11.347  0.038
C22 3.391 -0.544 11.965  -0.613
O13 3.353 0.003 13.038  0.119
O14 2.346 -0.780 11.174  0.000
C23 1.084 -0.379 11.717  -0.033
H34 5.789 -2.889 12.704  0.082
H35 6.853 -1.802 13.611  0.079
H36 5.112 -1.791 13.914  0.075
H37 6.487 -0.928 11.317  0.123
H38 5.758 0.170 12.495  0.122
H39 1.109 0.664 12.023  0.097
H40 0.822 -1.005 12.568  0.098
H41 0.363 -0.518 10.918  0.089
C24 -3.569 4.848 -4.311  -0.056
C25 -3.426 5.699 -5.553  -0.205
O15 -4.595 5.635 -6.391  0.036
C26 -5.623 6.377 -5.998  -0.614
O16 -5.649 7.130 -5.058  0.121
O17 -6.636 6.164 -6.843  0.002
C27 -7.832 6.876 -6.520  -0.044
H42 -3.814 3.820 -4.578  0.061
H43 -2.629 4.847 -3.758  0.081
H44 -4.351 5.231 -3.657  0.080
H45 -2.624 5.323 -6.186  0.119
H46 -3.213 6.741 -5.313  0.121
H47 -7.634 7.941 -6.423  0.094
H48 -8.260 6.499 -5.593  0.098
H49 -8.514 6.696 -7.345  0.091

Computed properties:
Total energy (hartree): -2634.63058
Highest occupied orbital energy (Ha): -0.2138
Charge: -1
E_LUMO (eV): 2.02
Kohn-Sham gap (eV): 7.840